(1)
C23H20N2OPtS | wB97M-V/def2-TZVPD

```
48
Properties=species:S:1:pos:R:3:forces:R:3:nbo_charge:R:1
Pt 1.2168 -0.7133 -0.5898 -0.04 0.15 0.01 0.485
C 4.1045 -0.9521 -1.5709 0.01 0.01 0.01 -0.415
N 3.3657 -0.4961 -0.3876 0.02 -0.03 -0.03 -0.445
C 3.6843 0.9189 -0.1202 -0.03 -0.01 0.02 -0.423
C 3.7186 -1.3184 0.7950 -0.01 0.03 0.02 -0.241
C 2.6381 -1.1698 1.8266 -0.01 -0.01 -0.03 -0.142
C 2.8769 -1.2813 3.1883 0.03 0.01 0.00 -0.201
C 1.8274 -1.1670 4.0886 0.01 0.00 0.04 -0.223
C 0.5433 -0.9335 3.6197 -0.03 0.01 0.03 -0.203
C 0.2967 -0.8100 2.2580 -0.03 0.01 -0.03 -0.280
C 1.3439 -0.9286 1.3503 0.02 -0.06 0.01 0.026
H 5.1859 -0.8919 -1.4037 0.01 0.00 0.00 0.188
H 3.8464 -0.3213 -2.4207 -0.01 0.00 -0.01 0.212
H 3.8294 -1.9807 -1.7947 0.01 -0.01 0.00 0.218
H 4.7650 1.0449 0.0123 0.00 0.00 0.00 0.183
H 3.1662 1.2390 0.7806 0.00 0.01 0.00 0.232
H 3.3462 1.5310 -0.9537 0.00 0.01 -0.01 0.216
H 4.7031 -1.0258 1.1783 0.02 -0.01 0.00 0.194
H 3.7826 -2.3542 0.4577 -0.02 -0.03 0.00 0.217
H 3.8864 -1.4536 3.5463 -0.02 0.00 -0.01 0.208
H 2.0129 -1.2515 5.1518 0.00 0.00 -0.02 0.214
H -0.2789 -0.8377 4.3185 0.01 0.00 -0.01 0.216
H -0.7091 -0.6206 1.9086 0.02 0.00 0.01 0.228
S -4.4517 2.0351 -0.1486 0.52 0.07 0.08 0.147
C -3.2402 3.0472 -0.9078 -0.38 -0.25 0.21 -0.297
C -3.6843 4.3620 -1.1129 0.07 0.16 -0.19 -0.176
C -2.8577 5.3514 -1.6042 0.06 0.20 0.06 -0.232
C -1.5362 5.0504 -1.9108 -0.20 0.08 0.02 -0.198
C -1.0809 3.7660 -1.7195 -0.04 -0.35 0.00 -0.219
C -1.8938 2.7220 -1.2331 0.08 0.09 -0.27 0.216
N -1.1963 1.5260 -1.1424 -0.09 -0.54 0.53 -0.495
C -1.5826 0.3032 -0.9877 -0.41 0.50 -0.29 0.456
C -2.9324 -1.4576 -0.8630 0.16 0.10 -0.04 0.307
C -4.0535 -2.2595 -0.8448 -0.01 0.05 0.00 -0.271
C -3.8421 -3.6113 -0.6007 -0.04 0.02 0.00 -0.181
C -2.5581 -4.1256 -0.3852 0.04 -0.07 0.00 -0.246
C -1.4474 -3.3056 -0.4138 0.02 0.01 0.01 -0.177
C -1.6283 -1.9386 -0.6611 -0.06 -0.04 0.02 -0.110
H -4.7105 4.6037 -0.8644 0.02 -0.09 -0.07 0.222
H -3.2455 6.3524 -1.7419 0.02 0.00 0.00 0.214
H -0.8702 5.8123 -2.2946 0.00 -0.01 0.00 0.214
H -0.0568 3.4992 -1.9466 -0.02 0.02 0.01 0.220
H -5.0421 -1.8513 -1.0086 0.03 -0.01 0.01 0.230
H -4.6920 -4.2812 -0.5726 0.01 0.01 0.00 0.213
H -2.4401 -5.1848 -0.1939 0.00 0.02 0.00 0.213
H -0.4517 -3.6962 -0.2446 0.00 0.00 0.00 0.218
O -2.9183 -0.1143 -1.0778 0.05 0.12 -0.16 -0.468
C -0.7393 -0.8313 -0.7585 0.20 -0.12 0.06 -0.264
```
Positions in Å, forces in eV/Å.

The expectation value of S² is 2.040. As for the orbital gap (spin up / spin down): 6.552 / 6.144 eV. The spin multiplicity is 3. For the HOMO energy (spin up / spin down), the calculation gives -6.6 / -7.8 eV.

---

(2)
C23H20N4O3 | wB97M-V/def2-TZVPD

```
50
Properties=species:S:1:pos:R:3:forces:R:3:nbo_charge:R:1
C -1.0853 -3.1104 -0.3856 -1.10 -1.19 -1.27 -0.432
N -1.7432 -1.7875 -0.6199 0.34 -2.19 -0.58 -0.415
C -2.4218 -1.5117 -1.9749 2.75 -1.87 0.20 -0.279
C -1.3036 -0.9144 -2.8970 1.31 0.93 0.20 0.677
O -0.6483 -1.5912 -3.6497 -0.27 -0.90 -0.44 -0.593
N -0.9339 0.4160 -2.6967 -2.15 0.25 1.85 -0.630
C -0.0179 1.2737 -3.2770 1.31 1.14 -1.66 0.177
C 1.1407 0.9384 -3.8896 -0.16 -2.27 -0.28 -0.231
C 1.9609 1.8509 -4.5927 0.48 0.38 0.26 -0.197
C 1.6131 3.1571 -4.7804 -1.77 -3.28 2.30 -0.212
C 0.4235 3.6398 -4.1919 0.41 -3.05 0.65 0.023
C 0.0087 4.9126 -4.3880 -3.25 3.30 -0.46 -0.214
C -1.2941 5.3297 -3.9351 3.45 -1.35 -0.80 -0.203
C -1.9841 4.4136 -3.1983 -2.07 0.72 1.43 -0.219
C -1.5547 3.1148 -2.9676 -1.79 0.91 2.13 -0.190
C -0.3330 2.6775 -3.4096 -1.06 0.42 -0.64 -0.094
C -1.5764 -0.8689 0.3484 -2.12 2.37 -1.71 0.661
O -1.9691 0.2750 0.0598 0.40 -0.10 0.91 -0.657
C -0.9505 -1.1406 1.6625 1.19 0.41 1.84 -0.159
C -1.3533 -2.0100 2.7385 0.81 1.47 -1.84 -0.125
C -0.5855 -2.2231 3.8403 -1.46 -2.21 1.63 -0.237
C 0.6173 -1.5685 3.9680 0.79 -2.77 3.12 0.132
N 1.5860 -1.8451 4.9919 0.81 -0.12 1.12 -0.608
C 1.4750 -2.4069 6.2571 -2.22 -1.30 -0.24 0.699
O 0.4586 -2.9604 6.7723 3.24 2.19 -1.68 -0.600
C 2.8590 -2.5220 6.9613 -0.62 0.66 -0.72 -0.608
C 4.0442 -2.0702 6.2525 0.98 0.53 -1.16 0.266
N 4.9537 -1.7241 5.6225 -1.06 -0.35 0.79 -0.302
C 0.9943 -0.7000 3.0707 0.13 4.63 -3.43 -0.231
C 0.1554 -0.3335 1.9639 1.09 -1.33 0.35 -0.134
H -1.6340 -3.6307 0.3904 0.10 -0.06 0.39 0.203
H -0.0305 -3.1147 -0.1508 0.23 0.74 0.26 0.217
H -1.1307 -3.8373 -1.2430 -0.31 1.25 0.31 0.227
H -3.3106 -0.9411 -2.0229 -0.77 0.86 0.94 0.236
H -2.6766 -2.5481 -2.3613 0.51 1.38 0.27 0.234
H -1.5076 0.9334 -2.0228 0.16 -0.87 -0.17 0.426
H 1.3398 -0.1443 -3.9410 0.36 0.66 0.09 0.233
H 2.9407 1.4618 -4.8489 -0.10 0.22 -0.46 0.215
H 2.2153 3.8783 -5.0792 3.07 2.79 -2.10 0.199
H 0.5101 5.6638 -5.0264 0.29 -0.87 0.46 0.215
H -1.6574 6.3096 -4.1271 -0.20 0.61 -0.06 0.214
H -2.8827 4.8648 -2.6909 0.62 -1.19 -0.56 0.211
H -2.1790 2.5448 -2.2235 0.62 0.49 -1.13 0.205
H -2.3256 -2.3760 2.7517 -1.48 -1.14 -0.39 0.210
H -0.9684 -3.0073 4.5894 0.85 1.64 -0.99 0.257
H 2.5682 -1.5554 4.7630 -1.61 -0.22 0.16 0.421
H 2.9363 -3.5592 7.0709 0.31 -1.73 0.47 0.278
H 2.8801 -2.0869 7.9311 -0.42 0.39 0.87 0.276
H 1.8676 -0.0562 3.2502 -0.23 -0.50 -0.17 0.220
H 0.5093 0.4900 1.3357 -0.39 -0.49 -0.04 0.237
```
Positions in Å, forces in eV/Å.

As for the orbital gap: 8.084 eV. For the HOMO energy, the calculation gives -7.8 eV.

---

ΔE to the lowest compared entry with this formula, charge and spin / kcal/mol: 21.1; 52.7
DFT total energy / Ha: -1590.6034; -1333.1449